No. 1
DFT (ωB97M-V/def2-TZVPD) results for a molecular structure, C12H31BGeNO3PrSe at a distorted geometry.

Each line ends with the Löwdin charge.
Geometry (Å):
Pr: 0.48019 0.51439 0.76658  1.167
C: 2.28981 -2.54634 0.44995  -0.040
O: 1.35742 -1.81914 1.26323  -0.305
C: 1.27948 -2.27783 2.61906  -0.142
C: 0.14060 -1.58307 3.33787  -0.054
O: 0.39923 -0.13266 3.18189  -0.300
C: 1.11445 0.42388 4.25234  -0.128
C: 1.33797 1.85952 3.74995  -0.103
O: 1.88625 1.79183 2.38628  -0.339
C: 2.65353 3.02566 2.03102  -0.014
H: 2.13288 -3.63976 0.52341  0.121
H: 3.33858 -2.33421 0.59970  0.107
H: 2.20949 -2.30647 -0.62637  0.099
H: 2.20288 -2.06904 3.09553  0.133
H: 1.16338 -3.34898 2.67983  0.152
H: 0.19114 -1.87218 4.33457  0.130
H: -0.77169 -1.81120 2.72390  0.157
H: 2.14287 -0.00928 4.36477  0.164
H: 0.49444 0.34303 5.16209  0.165
H: 2.07920 2.42530 4.33683  0.150
H: 0.38733 2.41579 3.65765  0.152
H: 2.12589 3.97325 2.01217  0.104
H: 3.01532 3.00890 0.97984  0.105
H: 3.53619 3.14311 2.69804  0.122
B: 0.59948 2.47472 -1.18562  -0.388
C: 1.71161 1.42977 -1.29727  -0.265
N: 2.38610 0.54160 -0.99616  0.159
H: 0.91368 2.89853 0.01727  0.070
H: 0.53415 3.48835 -1.87751  0.092
H: -0.48234 1.93885 -1.17770  0.011
C: -0.46347 -2.26473 -3.85858  -0.199
Ge: -1.84603 -1.06170 -3.19715  0.837
C: -3.67706 -1.72513 -3.11547  -0.184
C: -1.50137 0.71445 -3.86079  -0.197
C: -1.23775 -0.70887 -1.24373  -0.608
Se: -2.31941 -0.08154 0.23610  0.999
C: -3.29949 1.38878 -0.59088  -0.310
H: -0.33939 -2.01226 -4.92514  0.039
H: -0.62865 -3.29344 -3.75956  0.002
H: 0.60531 -1.96724 -3.52422  0.064
H: -3.96019 -2.02934 -4.12078  0.037
H: -4.23248 -0.85896 -2.74953  0.014
H: -3.77284 -2.58243 -2.46663  0.030
H: -2.00076 0.93421 -4.81656  0.049
H: -0.42082 0.72393 -4.11579  0.056
H: -1.88256 1.48653 -3.24985  -0.002
H: -0.46205 -0.00553 -1.57223  -0.037
H: -0.86977 -1.68555 -0.98812  0.018
H: -4.10210 1.04641 -1.30037  0.068
H: -2.71068 2.12800 -1.07694  0.016
H: -3.72795 1.90810 0.23308  0.024

Spin multiplicity: 3
Charge: +2
DFT total energy (Eh): -5775.918912
HOMO energy (alpha / beta) (Ha): -0.569 / -0.568
<S²>: 2.00
Frontier orbital gap (alpha / beta) (eV): 8.111 / 8.953
LUMO (alpha / beta) (eV): -7.36 / -6.51
ΔE to the lowest compared entry with this formula, charge and spin (kcal per mole): 0.0


No. 2
DFT (ωB97M-V/def2-TZVPD) results for a molecular structure, C12H32B2Cs3O6S3 at a distorted geometry.

Each line ends with the Löwdin charge.
Geometry (Å):
Cs: -5.22983 -0.74450 -1.24221  0.927
Cs: -2.90676 2.80180 0.35845  0.682
Cs: -1.44381 1.16674 -3.86797  0.738
B: -4.99167 0.60619 -4.45634  -0.513
H: -5.61336 1.35534 -4.92166  -0.070
H: -4.56924 0.94622 -3.52352  -0.163
H: -5.56313 -0.29158 -4.27832  -0.110
H: -4.14452 0.31613 -5.05837  -0.117
B: -2.24830 -0.12484 -0.74946  -0.824
H: -2.69649 -0.15185 0.23168  -0.112
H: -2.89880 0.28665 -1.50561  -0.209
H: -1.29380 0.36861 -0.65117  -0.079
H: -2.14379 -1.15398 -1.05636  -0.055
C: 2.30809 -2.59673 0.02077  -0.173
C: 3.35609 -2.28978 -1.05561  -0.222
C: 2.97020 -2.63901 -2.49886  -0.205
S: 1.13992 -2.54364 -2.55731  0.727
O: 0.58378 -3.69730 -3.25421  -0.335
O: 0.90204 -1.16953 -3.02967  -0.420
C: 0.87299 -2.69125 -0.65309  -0.133
H: 2.23852 -1.81894 0.78123  0.089
H: 2.56895 -3.55828 0.46291  0.109
H: 4.30217 -2.79399 -0.85861  0.113
H: 3.57586 -1.22412 -0.99119  0.093
H: 3.03410 -3.72552 -2.55807  0.094
H: 3.35516 -2.16316 -3.40079  0.110
H: 0.44683 -3.67943 -0.47987  0.090
H: 0.08177 -1.97367 -0.43598  0.068
C: 3.24118 3.32291 -0.52627  -0.226
C: 3.08570 2.05400 -1.32955  -0.244
C: 1.71826 1.50404 -1.06533  -0.183
S: 1.46391 1.93120 0.77868  0.721
O: 1.70881 0.66893 1.44652  -0.340
O: 0.25182 2.70926 1.00838  -0.408
C: 2.95993 2.96955 0.94428  -0.192
H: 2.62621 4.15999 -0.85675  0.122
H: 4.24823 3.65294 -0.78128  0.118
H: 3.75919 1.31679 -0.89247  0.111
H: 3.38129 2.22596 -2.36451  0.127
H: 1.60317 0.43021 -1.21279  0.073
H: 0.95451 2.05265 -1.61651  0.073
H: 3.75435 2.36176 1.37738  0.103
H: 2.82100 3.74853 1.69393  0.106
C: -0.62724 -0.37828 2.81526  -0.255
C: -1.64003 -1.39367 3.30518  -0.235
C: -2.80839 -0.67034 3.88477  -0.196
S: -2.21287 1.04426 4.42463  0.731
O: -2.36632 1.06544 5.87085  -0.332
O: -2.90461 2.04662 3.62816  -0.409
C: -0.49326 0.78395 3.76170  -0.188
H: -0.92972 -0.00971 1.83508  0.088
H: 0.24940 -0.96747 2.54614  0.108
H: -1.13798 -1.83201 4.16767  0.118
H: -1.81660 -2.12625 2.51763  0.126
H: -3.33626 -1.16201 4.70191  0.102
H: -3.47228 -0.62103 3.02169  0.093
H: -0.02233 0.57393 4.72203  0.100
H: -0.05202 1.72127 3.42281  0.087

Spin multiplicity: 2
DFT total energy (Eh): -2232.262730
HOMO energy (alpha / beta) (Ha): -0.096 / -0.326
<S²>: 0.75
Frontier orbital gap (alpha / beta) (eV): 2.272 / 8.550
LUMO (alpha / beta) (eV): -0.35 / -0.31


No. 3
DFT (ωB97M-V/def2-TZVPD) results for 4 unconnected molecules or ions with the total composition C12H32BClO3 at a distorted geometry.

Each line ends with the Löwdin charge.
Geometry (Å):
B: -2.66295 -1.39650 -0.71211  0.008
C: -1.26015 -0.73884 -0.46453  -0.222
C: -0.13369 -1.79137 -0.36237  -0.299
C: 1.08483 -1.45151 -1.19651  -0.546
Cl: 0.88859 -2.10825 -2.87426  0.537
H: -3.53884 -0.79910 -1.25677  0.020
H: -2.84011 -2.52736 -0.37247  0.033
H: -1.30519 -0.11243 0.42351  0.089
H: -1.06904 -0.09611 -1.32465  0.092
H: 0.17400 -1.90134 0.67536  0.112
H: -0.50151 -2.76132 -0.67546  0.076
H: 1.97908 -1.91187 -0.80000  0.052
H: 1.21443 -0.38665 -1.32858  0.067
C: -5.83420 -0.04059 1.46978  -0.057
C: -4.83906 1.03925 1.86638  -0.495
C: -5.52257 2.37711 2.10272  -0.062
O: -3.82079 1.16673 0.87335  -0.070
H: -6.33483 0.22818 0.53571  0.085
H: -5.32533 -0.99139 1.30821  0.076
H: -6.59523 -0.17943 2.23865  0.081
H: -4.31732 0.73439 2.77447  0.138
H: -6.01467 2.71917 1.18817  0.082
H: -4.79279 3.13496 2.38830  0.078
H: -6.27494 2.30415 2.88892  0.080
H: -4.24321 1.43300 0.04800  0.089
C: 6.04247 -3.02103 -3.54558  -0.064
C: 5.52708 -1.97063 -2.57322  -0.502
C: 5.03666 -2.59943 -1.27703  -0.067
O: 4.49115 -1.19817 -3.17355  -0.065
H: 5.24187 -3.71639 -3.81189  0.081
H: 6.39124 -2.55130 -4.46526  0.078
H: 6.86411 -3.59396 -3.11306  0.078
H: 6.32536 -1.26092 -2.35146  0.136
H: 4.20561 -3.28185 -1.47845  0.078
H: 4.67642 -1.83060 -0.59230  0.075
H: 5.82960 -3.16210 -0.78219  0.078
H: 3.76243 -1.79639 -3.38062  0.048
C: 0.01787 2.97681 0.60245  -0.056
C: 0.44615 2.34131 1.91498  -0.503
C: 0.89527 3.38209 2.92906  -0.063
O: 1.48146 1.38224 1.68978  -0.060
H: 0.85155 3.51789 0.14567  0.083
H: -0.29793 2.20681 -0.10191  0.063
H: -0.80678 3.67551 0.74802  0.081
H: -0.38773 1.77142 2.32721  0.133
H: 1.75911 3.93471 2.54936  0.081
H: 1.19338 2.90392 3.86223  0.078
H: 0.09911 4.09656 3.14209  0.079
H: 2.24006 1.85064 1.32184  0.087

DFT total energy (Eh): -1187.128039
HOMO energy (Ha): -0.370
SMILES string: BCCCCl.CC(C)O.CC(C)O.CC(C)O
Frontier orbital gap (eV): 10.779
LUMO (eV): 0.70